Entry 1:
105
Properties=species:S:1:pos:R:3:forces:R:3:mulliken_charge:R:1 method="wB97M-V/def2-TZVPD" lumo_energy_ev=0.11 relative_energy_kj_mol=185.6 orbital_gap_ha=0.382 smiles="O=S1(=O)CCCC1.O=S1(=O)CCCC1.O=S1(=O)CCCC1.O=S1(=O)CCCC1.O=S1(=O)CCCC1.O=S1(=O)CCCC1.O=S1(=O)CCCC1" molar_mass_g_mol=841.21
S -3.449 3.386 -0.211 0.43 -1.40 1.97 0.76
S -2.180 -1.108 -1.260 3.86 -1.60 0.52 1.21
S 3.933 4.143 -4.144 1.60 -0.92 -0.37 1.06
S -5.765 -1.215 2.279 0.15 0.27 0.84 1.06
S 0.801 -3.468 1.473 -0.17 -0.77 1.61 1.48
S 3.582 -0.079 -1.998 0.63 0.07 1.97 1.21
S 4.223 0.784 3.007 3.27 -0.18 -1.66 1.11
O -2.217 2.597 -0.072 -1.41 0.62 0.10 -0.45
O 1.579 -2.883 0.428 0.78 1.28 -0.36 -0.67
O -2.000 -2.551 -1.042 -0.93 0.90 -0.01 -0.70
O 0.085 -2.698 2.483 0.50 0.20 -0.82 -0.75
O 2.731 -0.556 -3.030 -0.74 -0.60 -1.35 -0.84
O 4.690 1.446 4.206 -0.56 -0.09 -0.05 -0.70
O 5.263 0.001 2.273 -2.10 1.27 0.80 -0.62
O -3.430 -0.535 -1.617 -1.79 0.29 0.06 -0.76
O 4.930 3.048 -4.072 -1.28 1.47 -0.32 -0.66
O -7.065 -1.270 2.904 0.14 0.44 -0.19 -0.74
O 4.330 5.431 -4.694 -0.20 -0.85 0.71 -0.71
O 3.109 1.023 -1.197 -0.49 1.20 0.17 -0.45
O -3.312 4.619 -0.890 -0.08 1.80 -0.93 -0.68
O -4.990 0.017 2.200 -0.55 -0.30 0.22 -0.51
C 5.525 -1.388 -0.800 0.10 0.12 2.25 -0.79
C -0.154 0.442 -0.485 1.10 1.15 -1.07 0.68
C 5.220 0.336 -2.539 0.59 1.36 1.33 -0.64
C 1.762 3.596 -2.688 -0.79 -0.02 0.54 0.28
C -4.317 3.669 1.388 -1.39 0.59 -1.32 -0.75
C 1.675 2.727 -3.978 1.70 2.03 1.03 -0.24
C -5.825 3.713 0.923 1.08 0.95 -0.96 -0.71
C 1.717 -4.701 2.378 0.02 -0.22 0.51 -0.89
C 3.146 4.202 -2.543 0.53 0.23 1.10 -0.49
C 3.973 -1.310 -0.731 2.15 -0.67 -2.40 0.06
C 2.814 -0.197 3.343 0.31 -1.33 1.00 -0.71
C -4.726 -2.454 3.020 0.20 -1.41 0.50 -0.99
C -0.041 -5.958 1.206 -0.12 -1.72 0.93 -0.69
C -3.784 -2.893 1.853 -1.01 1.09 1.13 0.29
C -4.793 2.421 -0.940 1.87 -1.75 -0.78 0.27
C 2.474 3.601 -4.987 -1.52 0.42 -0.33 -0.94
C -5.771 -1.865 0.641 1.19 -1.09 -0.82 -0.22
C 1.599 0.530 2.779 -1.22 -0.97 0.37 0.65
C -4.736 -3.080 0.673 -0.51 0.74 -1.34 -0.72
C 1.939 1.969 2.532 0.74 1.30 1.20 -0.98
C 6.141 -0.085 -1.328 -1.06 -1.42 -2.34 -0.76
C 0.592 -5.779 2.615 1.32 1.06 -0.82 -0.70
C -0.300 -4.589 0.689 -2.00 1.52 1.52 -0.18
C -0.983 -0.617 -2.468 -0.53 0.86 -1.81 -1.30
C -1.347 -0.196 0.084 -3.23 0.31 1.60 -0.44
C -0.453 0.750 -1.971 -0.22 -1.51 0.72 0.45
C 3.368 1.996 1.975 -0.24 0.34 -0.22 0.08
C -6.027 2.519 -0.055 -1.78 -0.40 -0.28 -0.22
H 0.987 4.394 -2.669 0.45 -0.50 -0.28 0.55
H -1.272 -4.167 1.043 0.41 -0.63 -0.35 -0.38
H 0.635 2.696 -4.202 -0.60 -0.72 -0.60 0.48
H 0.144 1.357 0.056 -0.19 -0.45 -0.16 -0.14
H -4.238 -2.167 3.969 -0.07 0.56 -0.75 0.47
H -0.965 -6.534 1.376 0.16 0.30 -0.41 0.33
H 5.380 -0.163 -3.469 0.42 -0.57 -0.51 0.56
H 3.001 -1.246 3.048 -0.26 0.67 -0.63 0.13
H -6.356 1.585 0.491 1.45 0.83 -0.14 -0.12
H -1.477 -0.630 -3.488 0.46 0.18 1.20 0.56
H 2.468 -5.125 1.728 0.12 -0.18 -0.52 0.36
H 2.043 2.473 3.514 -0.50 0.13 -0.44 0.43
H -6.715 -2.247 0.259 -0.21 0.43 0.41 0.45
H 0.480 0.934 -2.465 0.23 0.53 -0.42 -0.68
H -4.874 2.828 -1.987 -0.15 -0.47 1.10 0.44
H 2.918 -0.301 4.429 -0.74 0.46 0.10 0.55
H 3.145 5.224 -2.166 -0.08 0.09 -0.25 0.44
H -0.230 -4.276 -0.308 0.07 -0.49 -1.75 0.57
H -4.241 -3.086 -0.299 0.40 0.22 0.17 0.30
H 7.102 -0.354 -1.766 0.25 0.50 0.39 0.41
H -3.099 -2.019 1.753 -0.13 -0.95 -0.45 -0.35
H -3.275 -3.801 2.146 0.38 -0.07 -0.13 0.38
H 3.746 3.617 -1.821 -0.05 0.12 -0.66 0.08
H -5.393 -3.277 3.353 0.14 0.33 -0.58 0.38
H -6.948 2.563 -0.695 0.81 0.85 0.30 0.38
H -5.391 -1.024 0.032 -0.18 -0.57 0.09 -0.09
H 1.968 4.591 -5.281 0.42 -1.56 0.53 0.35
H 1.434 0.178 1.752 -0.55 -0.75 0.52 -0.78
H 0.568 -6.570 0.545 0.27 0.14 -0.04 0.31
H -6.422 3.553 1.791 -0.64 0.23 0.56 0.42
H -1.193 1.529 -2.023 -0.13 0.44 -0.40 0.50
H -4.149 2.894 2.094 0.27 -1.03 0.29 0.36
H 3.788 3.003 2.099 0.30 -0.50 0.01 0.58
H -0.165 -1.326 -2.498 0.09 -0.28 0.21 0.38
H 3.569 -0.951 0.151 -0.49 0.92 1.76 -0.57
H 5.945 -1.587 0.205 -0.44 0.28 -0.19 0.38
H 2.319 -4.225 3.186 -1.05 -0.39 -0.11 0.44
H 5.869 -2.257 -1.328 -0.14 -0.24 -0.91 0.42
H 2.189 1.771 -3.754 -0.60 0.34 -0.64 0.01
H -6.010 4.777 0.471 0.11 -2.14 0.64 0.25
H 0.691 -0.238 -0.535 0.25 -0.22 0.47 -0.28
H 3.539 -2.270 -0.918 -0.41 -0.41 -0.44 0.46
H 0.723 0.385 3.503 0.97 0.14 -1.51 0.41
H 1.586 2.966 -1.816 -0.14 0.05 0.00 -0.65
H 0.997 -6.647 3.109 0.07 -0.50 -0.24 0.43
H -4.102 4.613 1.870 0.64 0.27 -0.31 0.45
H -0.189 -5.397 3.229 -0.44 0.52 0.79 0.29
H 6.185 0.689 -0.593 0.13 0.43 0.44 0.34
H 1.206 2.507 1.898 0.47 -0.38 0.40 0.30
H -2.148 0.549 0.407 1.22 -0.72 -0.51 0.03
H 5.298 1.441 -2.706 -0.48 -1.01 -0.04 0.12
H -1.190 -0.817 0.966 0.17 -0.41 -0.30 0.36
H -5.277 -4.039 0.617 0.07 0.36 0.88 0.40
H 2.697 3.046 -5.878 0.50 -0.05 -0.53 0.50
H -4.261 1.394 -0.969 -1.37 1.38 -0.21 -0.38
H 3.422 1.690 0.931 0.06 -0.16 -0.02 -0.38

***

Entry 2:
99
Properties=species:S:1:pos:R:3:forces:R:3:mulliken_charge:R:1 method="wB97M-V/def2-TZVPD" lumo_energy_ev=0.51 relative_energy_kj_mol=7.6 orbital_gap_ha=0.364 smiles="COCCCOC(=O)OC[C@@H](C)O.CCOC(C)=O.CCOC(C)=O.CCOC(C)=O.CCOC(C)=O.CCOC(C)=O" molar_mass_g_mol=632.74
O 4.307 1.299 -5.200 -0.09 0.28 -0.13 -0.40
O -5.776 -0.491 8.681 -0.13 -0.24 -0.05 -0.38
O 7.309 -0.492 -8.929 0.04 -0.03 0.29 -0.39
O -5.872 -2.045 4.775 -0.18 0.13 -0.02 -0.45
O -2.018 -3.335 3.431 -0.06 0.02 0.83 -0.23
O -2.518 2.180 -0.980 -0.02 -0.18 0.16 -0.36
O -3.751 -1.211 9.063 0.21 -0.18 -0.01 -0.54
O 1.189 1.176 0.456 -0.26 -0.16 0.16 -0.28
O -2.289 -4.326 5.432 0.26 -0.04 -0.60 -0.36
O 5.129 -0.527 -9.079 -0.16 -0.01 0.00 -0.50
O -3.684 3.673 0.117 -0.05 0.06 0.21 -0.58
O -1.983 -2.103 0.638 -0.05 -0.02 -0.14 -0.56
O -0.192 -3.847 4.699 -2.82 0.37 -0.25 -0.56
O 5.389 1.727 -3.348 0.04 0.13 0.19 -0.60
O 1.159 0.405 -1.585 -0.08 -0.15 -0.18 -0.56
C -3.747 -2.350 5.892 -0.09 -0.01 -0.11 0.11
C -1.414 -3.812 4.547 2.70 -0.47 0.03 0.60
C 1.817 0.860 -0.691 0.23 0.22 0.00 0.70
C 6.264 -1.473 -10.938 0.04 -0.34 0.12 -1.22
C -3.866 3.807 -2.246 -0.29 -0.22 -0.06 -0.99
C -4.779 -2.921 4.941 -0.05 -0.26 0.30 -0.43
C -6.916 1.643 8.369 0.14 0.02 -0.03 -0.95
C -1.485 -2.080 2.998 0.13 0.20 -0.31 -0.75
C -3.374 3.211 -0.946 0.07 0.13 -0.27 0.74
C 3.286 1.168 -0.846 0.08 -0.37 0.22 -0.92
C -6.926 0.282 9.033 -0.15 0.20 0.00 -0.43
C 6.179 -0.821 -9.579 0.07 0.03 -0.30 0.90
C -2.314 -1.510 1.881 0.03 0.63 -0.27 0.60
C 8.605 -0.948 -9.328 0.21 0.01 -0.14 -0.45
C 9.222 -0.048 -10.378 -0.12 0.06 -0.05 -0.97
C 2.219 3.004 1.697 0.00 0.05 -0.12 -1.15
C -2.232 1.432 -2.170 0.14 -0.14 -0.23 -0.27
C -5.620 -1.045 3.821 0.04 0.01 -0.04 -0.46
C -4.368 0.713 10.311 -0.16 -0.17 0.29 -1.12
C -2.777 -3.391 6.405 -0.39 0.19 0.37 -0.73
C 5.250 1.007 -4.299 -0.03 -0.30 -0.01 0.82
C 4.179 0.597 -6.448 -0.16 -0.16 0.02 -0.22
C 3.325 -0.644 -6.298 -0.02 -0.02 0.13 -1.01
C 6.058 -0.261 -4.459 0.30 0.13 -0.22 -0.90
C -2.012 -0.016 1.798 0.13 -0.59 0.38 -0.82
C -4.604 -0.413 9.332 0.01 0.31 0.01 0.85
C 1.876 1.530 1.656 0.14 0.18 0.11 -0.30
C -1.132 2.063 -2.993 -0.07 0.31 0.02 -0.97
H 6.235 -0.695 -11.700 0.02 0.02 -0.01 0.29
H 3.717 0.435 -1.520 -0.05 0.09 -0.15 0.16
H 9.269 0.977 -10.013 0.04 0.00 0.04 0.31
H -3.924 3.099 -3.068 0.14 0.04 -0.02 0.33
H 2.904 3.279 0.895 0.05 -0.03 0.03 0.29
H -1.952 -2.932 6.937 0.33 0.08 0.00 0.38
H 5.395 -2.114 -11.060 -0.10 0.12 -0.01 0.33
H -5.872 -1.377 2.814 -0.05 -0.13 -0.20 0.25
H -6.068 2.245 8.697 -0.03 0.02 0.06 0.27
H 5.153 0.381 -6.871 0.07 -0.03 0.00 0.29
H -3.684 0.355 11.077 0.12 0.00 -0.10 0.33
H 3.849 1.129 0.083 -0.04 0.14 0.01 0.36
H -4.576 -0.745 3.823 0.24 0.15 0.02 0.06
H 8.563 -1.990 -9.648 -0.04 0.01 -0.03 0.36
H -1.408 3.053 -3.362 -0.11 -0.05 -0.05 0.35
H -5.178 -3.815 5.408 -0.18 -0.27 0.03 0.36
H -4.353 -3.225 3.991 0.06 0.06 -0.27 0.33
H -2.136 0.363 0.797 -0.11 0.15 -0.22 0.06
H 6.198 -0.572 -5.492 -0.12 -0.07 0.03 0.22
H -7.773 -0.299 8.675 0.05 -0.08 -0.04 0.34
H 5.564 -1.061 -3.908 -0.03 -0.02 0.00 0.24
H -3.900 1.542 9.783 -0.01 0.02 -0.02 0.27
H 2.348 -0.381 -5.892 -0.01 0.03 -0.03 0.30
H 7.041 -0.092 -4.027 -0.06 0.01 0.15 0.35
H 10.232 -0.382 -10.617 0.01 -0.01 0.01 0.36
H -7.832 2.185 8.602 -0.02 -0.01 0.00 0.38
H 1.181 1.290 2.459 -0.07 -0.04 -0.05 0.31
H 2.684 3.260 2.649 -0.01 -0.01 0.02 0.40
H -6.840 1.532 7.288 -0.05 -0.03 -0.01 0.25
H -7.026 0.350 10.117 0.05 0.02 0.00 0.37
H -0.892 1.432 -3.848 0.03 -0.04 0.02 0.35
H -3.311 -3.993 7.124 -0.04 -0.40 0.13 0.40
H 9.203 -0.922 -8.420 -0.07 0.03 0.06 0.34
H -3.144 1.271 -2.748 -0.02 0.06 0.02 0.35
H 3.191 -1.123 -7.266 0.02 0.02 -0.04 0.36
H 2.753 0.897 1.799 0.03 0.01 -0.05 0.40
H -0.238 2.174 -2.386 0.05 -0.09 0.00 0.14
H -0.469 -2.173 2.634 0.28 -0.23 -0.02 0.39
H -0.987 0.139 2.120 0.27 0.28 -0.15 -0.03
H 3.696 1.298 -7.124 0.00 0.10 0.07 0.32
H -3.376 -1.623 2.086 -0.21 -0.29 0.05 0.14
H -1.478 -1.373 3.823 -0.09 -0.03 0.35 0.39
H -1.905 0.456 -1.815 0.03 0.03 0.11 0.31
H -5.266 1.067 10.810 -0.01 0.08 -0.11 0.35
H 1.315 3.601 1.577 -0.03 -0.02 0.05 0.31
H 3.399 2.153 -1.294 0.02 0.00 -0.04 0.29
H -3.205 4.627 -2.525 0.03 0.00 -0.01 0.26
H 8.636 -0.042 -11.298 0.02 -0.06 -0.02 0.27
H -4.864 4.203 -2.078 0.06 0.12 0.09 0.31
H -6.218 -0.175 4.056 -0.22 0.18 0.08 0.35
H -4.303 -2.030 6.764 -0.03 0.27 0.28 0.03
H 7.150 -2.086 -11.085 0.05 0.12 -0.04 0.35
H 3.777 -1.364 -5.615 0.04 -0.02 -0.04 0.26
H -3.253 -1.464 5.504 0.19 0.09 -0.26 0.15
H -2.469 -2.923 0.565 -0.01 -0.32 -0.07 0.35
H -2.662 0.502 2.492 -0.12 0.32 0.05 0.46

***

Values for DFT total energy, hartree, ordered as above
-4941.0198; -2229.0618